Entry 1:
Molecular formula: C14H15MnN6OS
Method: DFT, ωB97M-V with the def2-TZVPD basis set

Results
Net charge = +3
Orbital gap (alpha / beta) = 4.6544 / 4.8566 eV
LUMO (alpha / beta) = -14.03 / -13.91 eV
HOMO energy (alpha / beta) = -18.69 / -18.76 eV
Spin multiplicity = 2
<S²> = 1.16

Element x y z (Å)
Mn1 -0.001315 0.255208 -0.018948
N1 -0.499377 -1.595014 -0.651233
C1 0.395492 -2.098096 -1.550877
C2 0.162440 -3.163562 -2.445112
C3 1.203668 -3.638647 -3.213187
C4 2.482803 -3.076409 -3.126485
C5 2.744920 -1.962608 -2.274259
C6 3.984265 -1.303138 -2.179725
C7 4.088167 -0.193899 -1.365912
C8 2.966350 0.263902 -0.679181
N2 1.783266 -0.356279 -0.742505
C9 1.685246 -1.465418 -1.512206
H1 -1.464275 -1.868642 -0.836777
H2 -0.197953 -2.023159 0.546291
H3 -0.818914 -3.620040 -2.497235
H4 1.044086 -4.471010 -3.886343
H5 3.285245 -3.485899 -3.729400
H6 4.839066 -1.654829 -2.745625
H7 5.021985 0.342749 -1.268965
H8 3.018830 1.159282 -0.071576
C10 -0.057492 0.489599 5.617828
N3 -0.029867 -0.003953 4.236171
C11 0.017970 -1.412618 3.885529
C12 0.011340 -1.332463 2.394075
O1 -0.014002 -2.312012 1.618659
N4 0.008561 -0.044179 1.984534
C13 -0.019383 0.731807 3.145088
N5 -0.009206 2.047631 3.122607
H9 -0.457603 -0.296857 6.252118
H10 -0.727574 1.345257 5.690818
H11 0.945278 0.752120 5.953626
H12 -0.852251 -1.963430 4.251894
H13 0.925254 -1.904172 4.250760
H14 -0.084769 2.561645 2.260678
H15 -0.011159 2.585024 3.978271
S1 -1.036367 1.951374 -0.742395
C14 -1.943593 3.206516 -1.294054
N6 -2.571317 4.107674 -1.670416

Forces on atoms 1 to 2 (eV/Å):
Mn -0.4 0.1 -0.5
N 0.5 1.4 -2.7

Entry 2:
Molecular formula: C5H8N2O
Method: DFT, ωB97M-V with the def2-TZVPD basis set

Results
Energy relative to the best compared isomer or geometry (same formula, charge and spin) = 85.1 kcal/mol
Net charge = 0
Orbital gap = 8.0067 eV
LUMO = 0.54 eV
HOMO energy = -7.46 eV
Spin multiplicity = 1

Element x y z (Å)
C1 2.064602 -1.092709 -0.121510
N1 0.653437 -0.475442 0.164989
C2 -0.598983 -1.037772 0.042176
C3 -1.413344 0.011040 -0.204029
N2 -2.858750 0.165611 -0.036411
C4 -0.738138 1.253647 -0.200458
C5 0.568671 0.855388 0.091996
O1 1.758209 1.505077 0.071624
H1 2.701167 -0.069278 -0.040541
H2 2.142090 -1.678809 -0.950270
H3 2.190512 -1.814322 0.712071
H4 -0.657357 -2.101667 -0.016826
H5 -3.417070 -0.829272 -0.203163
H6 -3.018062 0.577990 1.089381
H7 -1.112640 2.207768 -0.039267
H8 1.735650 2.522748 -0.359762

Forces on atoms 1 to 2 (eV/Å):
C -1.3 3.5 4.6
N 3.1 -1.4 -0.9

Entry 3:
Molecular formula: C4H9O3Sm
Method: DFT, ωB97M-V with the def2-TZVPD basis set

Results
Net charge = 0
Orbital gap (alpha / beta) = 5.7032 / 6.5086 eV
LUMO (alpha / beta) = -0.11 / -0.48 eV
HOMO energy (alpha / beta) = -5.81 / -6.99 eV
Spin multiplicity = 8
<S²> = 15.76

Element x y z (Å)
C1 4.061048 -0.260121 -0.146105
O1 2.932686 0.472426 0.325304
H1 4.883878 0.424559 -0.388796
H2 4.373303 -0.997865 0.603708
H3 3.746235 -0.784798 -1.058502
O2 -0.544760 0.943633 1.815784
C2 -0.787877 0.853469 3.199980
C3 0.348130 0.412403 4.112618
O3 1.099399 -0.733802 4.113323
C4 0.932491 -1.663107 2.988586
Sm1 0.631623 -0.535130 0.869986
H4 -1.621140 0.123424 3.337262
H5 -1.108080 1.834562 3.600102
H6 3.173655 1.295323 0.862072
H7 -0.162782 0.242404 5.057886
H8 0.074022 -2.324122 3.214672
H9 1.836360 -2.294565 3.036235

Forces on atoms 1 to 2 (eV/Å):
C 0.3 0.0 0.0
O -0.1 1.8 1.1

Entry 4:
Molecular formula: C2H9N2O
Method: DFT, ωB97M-V with the def2-TZVPD basis set

Results
Energy relative to the best compared isomer or geometry (same formula, charge and spin) = 5.7 kcal/mol
Net charge = -1
Orbital gap = 7.3589 eV
LUMO = 4.58 eV
HOMO energy = -2.78 eV
Spin multiplicity = 1

Element x y z (Å)
C1 -1.549043 1.276839 1.531923
O1 -0.465792 0.832210 0.846793
H1 -2.531721 0.992476 1.075452
H2 -1.624380 0.882414 2.578739
H3 -1.589003 2.380321 1.644274
N1 0.373121 -1.667723 -0.071545
C2 1.368265 -0.953519 -0.831658
N2 0.764761 0.092567 -1.689451
H4 -0.137535 -0.940730 0.475305
H5 -0.294683 -2.061041 -0.725885
H6 2.062580 -0.499533 -0.115988
H7 1.880640 -1.645671 -1.505216
H8 1.496589 0.610636 -2.162045
H9 0.246206 0.700750 -1.050702

Forces on atoms 1 to 2 (eV/Å):
C 0.1 -0.3 0.0
O 0.0 0.0 -0.1

| no. | molecular weight (g mol⁻¹) |
| --- | --- |
| 1 | 370.3 |
| 2 | 112.1 |
| 3 | 255.5 |
| 4 | 77.1 |